Record 1
{"formula": "C20H28O2", "method": "ωB97M-V/def2-TZVPD", "e_homo_ev": -8.354, "multiplicity": 1, "symbols": ["O", "O", "C", "C", "C", "C", "C", "C", "C", "C", "C", "C", "C", "C", "C", "C", "C", "C", "C", "C", "C", "C", "H", "H", "H", "H", "H", "H", "H", "H", "H", "H", "H", "H", "H", "H", "H", "H", "H", "H", "H", "H", "H", "H", "H", "H", "H", "H", "H", "H"], "positions_angstrom": [[-3.335, 3.000, 4.076], [0.652, -0.793, -4.278], [-2.399, 2.547, 3.454], [-2.162, 1.128, 3.357], [-0.522, 1.544, 1.392], [-1.279, 0.610, 2.370], [0.573, 1.054, 0.648], [-1.476, 3.474, 2.568], [-0.979, 2.977, 1.242], [1.288, 1.828, -0.477], [0.977, -2.576, 2.296], [-0.899, -0.878, 2.522], [-1.398, -0.471, -3.008], [0.103, -2.403, -2.503], [0.269, -2.434, -0.917], [2.426, -0.547, -2.113], [0.812, 1.334, -1.764], [0.547, -1.084, 2.054], [0.093, -0.940, -2.913], [0.944, -0.407, 0.730], [0.417, -0.977, -0.636], [0.951, -0.244, -1.879], [0.094, -1.117, -4.968], [-2.600, 0.463, 4.052], [-0.556, 3.637, 3.143], [-1.998, 4.402, 2.413], [-0.237, 3.785, 0.898], [-1.810, 3.026, 0.536], [2.378, 1.681, -0.368], [1.250, 2.946, -0.498], [0.162, -3.364, 1.982], [1.124, -2.552, 3.362], [1.880, -2.924, 1.749], [-1.632, -1.453, 1.943], [-0.856, -1.087, 3.500], [-1.655, -0.286, -4.032], [-1.715, 0.341, -2.410], [-2.162, -1.211, -2.747], [0.900, -2.877, -3.041], [-0.807, -2.953, -2.821], [-0.585, -2.853, -0.309], [1.126, -3.077, -0.560], [2.873, -0.695, -1.091], [3.017, 0.230, -2.706], [2.505, -1.412, -2.798], [1.397, 1.886, -2.539], [-0.300, 1.597, -1.915], [1.166, -0.629, 2.825], [2.026, -0.586, 0.745], [-0.587, -0.660, -0.567]], "forces_ev_per_a": [[0.2, 0.3, 0.4], [1.2, 0.6, 2.0], [-0.2, 0.9, -1.9], [3.2, -1.0, -3.3], [2.2, -1.9, -1.2], [-0.4, 2.0, 2.2], [-2.0, 1.4, 1.8], [-0.2, -0.3, 1.6], [-0.2, 0.3, -0.3], [0.8, 1.0, 2.4], [-1.6, -0.8, -1.8], [0.5, 2.2, -4.6], [-0.2, -1.1, 0.0], [-0.8, -1.3, 1.0], [0.7, -1.8, -0.2], [1.2, -0.1, -0.4], [-2.0, -1.1, -2.4], [-0.1, -1.0, -0.4], [-1.9, 0.0, -2.4], [0.6, -0.9, -0.6], [0.2, 1.4, 1.8], [0.6, 1.6, -0.3], [-0.9, -0.4, -0.2], [-0.6, -0.5, 0.6], [-0.3, 0.3, 0.4], [-0.2, 0.5, 0.3], [-0.6, -1.8, 0.3], [0.0, -0.1, -0.2], [-0.3, -0.4, -0.1], [-0.6, -0.8, 0.6], [1.3, 1.6, 0.8], [0.2, -1.0, 0.4], [-0.3, 0.6, 0.5], [0.2, -0.3, 0.3], [-0.7, -1.1, 3.6], [0.1, 0.6, -0.6], [0.2, 1.3, 0.5], [0.6, -0.5, 0.3], [0.7, -0.4, 0.1], [0.4, 0.5, 0.2], [0.5, 0.4, -1.0], [-0.5, 0.8, -0.7], [0.2, -0.1, -1.4], [-1.0, -0.6, 1.1], [0.3, 0.0, 0.9], [-0.6, -0.8, 0.1], [1.7, -0.1, 0.3], [0.0, 0.8, -0.1], [0.2, 0.6, -0.2], [-1.6, 0.6, -0.2]], "nbo_charge": [-0.545, -0.752, 0.542, -0.328, -0.089, 0.113, 0.129, -0.487, -0.425, -0.461, -0.611, -0.438, -0.647, -0.424, -0.402, -0.638, -0.372, -0.176, 0.283, -0.265, -0.215, -0.055, 0.471, 0.218, 0.214, 0.227, 0.225, 0.211, 0.213, 0.227, 0.201, 0.212, 0.217, 0.217, 0.215, 0.218, 0.215, 0.210, 0.222, 0.211, 0.212, 0.209, 0.206, 0.225, 0.233, 0.222, 0.203, 0.199, 0.209, 0.199]}


Record 2
{"formula": "C20H15N5OS3Zr", "method": "ωB97M-V/def2-TZVPD", "e_homo_ev": -7.465, "multiplicity": 1, "symbols": ["Zr", "N", "C", "S", "N", "N", "C", "C", "C", "C", "C", "C", "C", "O", "H", "H", "H", "H", "H", "H", "H", "S", "C", "C", "C", "C", "C", "C", "S", "H", "H", "H", "H", "N", "C", "C", "C", "C", "N", "C", "C", "H", "H", "H", "H"], "positions_angstrom": [[-0.013, 0.007, -0.143], [0.141, -3.597, 2.153], [0.039, -2.748, 1.118], [-1.437, -1.816, 1.026], [1.006, -2.741, 0.235], [0.937, -1.780, -0.718], [1.571, -1.909, -1.839], [1.440, -0.926, -2.880], [2.362, -0.919, -3.937], [2.267, -0.003, -4.959], [1.221, 0.915, -4.962], [0.269, 0.894, -3.968], [0.341, -0.011, -2.900], [-0.603, -0.015, -1.978], [-0.663, -3.726, 2.741], [0.970, -4.156, 2.264], [2.195, -2.791, -2.013], [3.171, -1.637, -3.917], [2.992, 0.008, -5.758], [1.140, 1.646, -5.752], [-0.558, 1.588, -3.973], [1.490, 1.929, -0.752], [2.411, 2.290, 0.698], [3.324, 3.344, 0.649], [4.057, 3.706, 1.760], [3.875, 3.030, 2.960], [2.989, 1.974, 3.020], [2.264, 1.572, 1.898], [1.228, 0.167, 2.042], [3.444, 3.869, -0.288], [4.770, 4.516, 1.697], [4.427, 3.326, 3.842], [2.842, 1.427, 3.939], [-5.346, 5.000, 1.808], [-4.532, 4.239, 1.536], [-3.539, 3.295, 1.199], [-3.426, 2.814, -0.111], [-2.439, 1.896, -0.399], [-1.566, 1.449, 0.520], [-1.685, 1.900, 1.781], [-2.646, 2.811, 2.163], [-4.098, 3.159, -0.879], [-2.313, 1.503, -1.407], [-0.965, 1.511, 2.502], [-2.703, 3.152, 3.183]], "forces_ev_per_a": [[0.3, 0.9, 2.5], [-0.1, -0.1, 0.1], [0.3, -0.1, -0.8], [-0.2, 0.3, 0.1], [0.6, -1.1, 0.6], [0.5, -1.2, -0.9], [-0.1, -0.4, 0.6], [-0.6, 0.4, -0.3], [-0.1, 0.1, 0.2], [0.1, 0.0, -0.1], [0.0, -0.1, 0.1], [-0.2, -0.1, 0.4], [1.2, -0.3, -1.9], [-0.6, 0.4, -1.4], [0.2, 0.0, 0.1], [-0.1, 0.0, 0.0], [-0.1, 0.1, 0.2], [0.0, 0.0, 0.0], [0.1, 0.0, 0.0], [0.0, 0.0, -0.1], [-0.1, 0.1, 0.0], [0.0, -0.3, 0.0], [0.1, 0.1, 0.4], [-0.1, -0.1, -0.1], [0.1, 0.1, 0.1], [0.1, 0.1, 0.0], [-0.1, -0.1, 0.0], [0.2, 0.3, -0.2], [0.2, 0.0, 0.1], [0.0, 0.1, 0.0], [0.0, 0.1, 0.0], [0.0, 0.0, 0.0], [0.0, 0.0, 0.1], [-0.2, 0.2, 0.1], [-0.5, 0.5, 0.2], [1.1, -1.1, -0.4], [-0.1, 0.2, 0.4], [0.1, 0.0, -0.1], [-1.6, 0.9, 0.5], [0.2, -0.1, 0.2], [-0.4, 0.3, -0.4], [0.0, 0.0, -0.1], [-0.1, 0.1, 0.2], [-0.1, 0.0, -0.3], [0.0, 0.0, 0.1]], "nbo_charge": [1.674, -0.784, 0.311, -0.276, -0.409, -0.421, 0.168, -0.211, -0.136, -0.248, -0.157, -0.284, 0.427, -0.821, 0.408, 0.410, 0.210, 0.215, 0.219, 0.218, 0.218, -0.249, -0.078, -0.249, -0.223, -0.221, -0.212, -0.215, -0.276, 0.216, 0.211, 0.211, 0.215, -0.241, 0.250, -0.098, -0.190, 0.075, -0.548, 0.096, -0.197, 0.243, 0.242, 0.260, 0.246]}